[1]
This record from OMol25 describes a single C13H22N4O3S molecule. The level of theory is the ωB97M-V functional and the def2-TZVPD basis.

```
43
Properties=species:S:1:pos:R:3
C 1.1396 3.0956 -3.2926
N 0.8914 2.1319 -2.2483
C -0.1157 2.4769 -1.2731
C -0.5264 1.2077 -0.5246
O -0.7512 0.1714 -1.1312
N -0.7171 1.3587 0.7899
C -1.0317 0.2472 1.6907
C 0.0308 -0.8534 1.5827
C 0.2990 -1.5873 2.8967
C -0.9488 -1.9405 3.7144
C -2.1705 -2.3420 2.8849
C -3.0314 -1.1473 2.4733
C -2.4362 -0.2755 1.3709
S 2.2781 1.4156 -1.6112
O 3.4328 2.2246 -1.8623
O 1.9825 1.0620 -0.2489
C 2.3601 -0.0389 -2.5950
C 3.3167 -0.6165 -3.3921
N 2.8209 -1.7475 -3.9420
C 1.5944 -1.8585 -3.4948
N 1.2628 -0.8468 -2.6720
H 1.3970 4.0825 -2.8935
H 0.2570 3.1769 -3.9282
H 1.9782 2.7310 -3.8799
H 0.2298 3.2556 -0.5785
H -0.9954 2.8451 -1.8114
H -0.3582 2.1965 1.2172
H -1.0232 0.6723 2.6981
H 0.9623 -0.4003 1.2372
H -0.2807 -1.5619 0.8158
H 0.8409 -2.5039 2.6556
H 0.9570 -0.9808 3.5228
H -0.6854 -2.7616 4.3850
H -1.2265 -1.0957 4.3485
H -1.8597 -2.9020 2.0030
H -2.7941 -3.0053 3.4895
H -3.2207 -0.5328 3.3576
H -3.9980 -1.5149 2.1209
H -3.0976 0.5804 1.2108
H -2.3920 -0.8354 0.4366
H 4.3138 -0.2801 -3.5874
H 0.9280 -2.6573 -3.7510
H 0.3874 -0.6456 -2.1840
```

The value obtained for the highest occupied orbital energy is -0.336 hartree. As for the strongest force on any atom: 1.03 eV/A. For the gap between HOMO and LUMO, the calculation gives 9.66 eV. Its SMILES is CN(CC(=O)NC1CCCCCC1)S(=O)(=O)c1cnc[nH]1. As for the energy above the lowest of the compared OMol25 structures with the same formula, charge and spin: 100.2 kJ/mol. Its total energy is -36776.418 eV.

Atom charges from the Löwdin analysis, given in e for atoms 1 to 2:
1. C -0.09
2. N -0.28

---

[2]
This record from OMol25 describes a molecular structure, C4H7NO. The level of theory is the ωB97M-V functional and the def2-TZVPD basis.

```
13
Properties=species:S:1:pos:R:3
O 0.2762 0.8474 1.8910
C 0.8672 0.3820 0.8157
C 0.6901 -0.9854 0.2327
N 0.0630 -0.7036 -1.0813
C -1.2004 0.0084 -0.8360
C 0.0304 0.7763 -0.9335
H -0.5659 0.3606 2.0094
H 1.3846 1.1246 0.1352
H 0.0398 -1.5999 0.8748
H 1.6384 -1.5181 0.0976
H -1.6990 -0.1021 0.1281
H -1.8903 0.0033 -1.6745
H 0.2683 1.4291 -1.7695
```

The value obtained for the highest occupied orbital energy is -0.295 hartree. As for the strongest force on any atom: 5.78 eV/A. For the gap between HOMO and LUMO, the calculation gives 8.83 eV. As for the energy above the lowest of the compared OMol25 structures with the same formula, charge and spin: 538.8 kJ/mol. Its total energy is -7794.061 eV.

Atom charges from the Löwdin analysis, given in e for atoms 1 to 2:
1. O 0.04
2. C -0.27

---

[3]
This record from OMol25 describes a molecular structure, C16H29B3F12NO3RbTl. The level of theory is the ωB97M-V functional and the def2-TZVPD basis.

```
66
Properties=species:S:1:pos:R:3
Tl -1.4578 -3.5050 0.4977
Rb -5.0430 2.1735 -2.4057
B -4.3368 -2.5206 -4.4161
F -4.2423 -3.1560 -5.6903
F -4.4701 -1.1491 -4.6784
F -5.5139 -2.9108 -3.8309
F -3.2291 -2.8857 -3.6277
B -5.9634 -1.8211 0.6734
F -6.2816 -2.1198 1.9963
F -4.7183 -1.1732 0.7874
F -5.7686 -2.9966 0.0619
F -7.0141 -1.1435 0.0640
B -0.0851 0.2977 -1.2758
F -1.3880 0.2529 -1.4084
F 0.1725 0.3055 0.0701
F 0.4216 -0.8461 -1.8751
F 0.4668 1.4488 -1.7232
C 5.4166 -3.5592 1.7936
C 5.0804 -2.4547 2.8225
C 3.4851 -2.2504 2.6472
O 3.0553 -3.0216 1.4580
C 4.2580 -3.4340 0.7543
H 5.3812 -4.5512 2.2439
H 6.3958 -3.4825 1.3209
H 5.5125 -1.4673 2.6603
H 5.4271 -2.6895 3.8289
H 3.1299 -1.2741 2.3174
H 2.8726 -2.5671 3.4913
H 4.6358 -2.5802 0.1917
H 4.1475 -4.3677 0.2030
C -1.8073 -1.4743 6.5760
C -1.1662 -0.1243 6.2294
C -1.5031 0.1484 4.7823
O -2.0115 -1.1311 4.3374
C -2.7155 -1.7098 5.4282
H -2.2379 -1.4859 7.5773
H -0.9463 -2.1398 6.6384
H -0.1071 -0.1140 6.4866
H -1.6651 0.6448 6.8190
H -0.6283 0.3550 4.1658
H -2.2276 0.9532 4.6578
H -2.9220 -2.7636 5.2415
H -3.7480 -1.3791 5.5417
C -0.2603 0.0670 -7.6955
C -0.6018 1.1054 -6.6837
C -1.4708 2.0219 -7.4562
O -2.1227 1.2733 -8.4667
C -1.1123 0.3459 -8.9690
H -0.3444 -0.9212 -7.2433
H 0.7584 0.1452 -8.0753
H 0.2563 1.6220 -6.2536
H -1.0528 0.6207 -5.8178
H -0.8616 2.7948 -7.9250
H -2.2582 2.4441 -6.8318
H -0.6458 0.7977 -9.8444
H -1.7669 -0.4660 -9.2857
N 4.1412 5.1534 1.9909
C 2.8282 5.0011 2.2447
C 2.2917 6.0089 3.0167
C 3.4914 6.6122 3.5676
C 4.5681 6.0968 2.8937
H 4.7646 4.5182 1.5135
H 2.3422 4.4943 1.4242
H 1.2383 6.2327 3.0984
H 3.5417 7.3993 4.3055
H 5.6154 6.3016 3.0596
```

The value obtained for the highest occupied orbital energy is -0.424 hartree. As for the strongest force on any atom: 4.71 eV/A. For the gap between HOMO and LUMO, the calculation gives 1.18 eV. Its net charge is +1. As for the energy above the lowest of the compared OMol25 structures with the same formula, charge and spin: 716.8 kJ/mol. Its total energy is -64681.631 eV.

Atom charges from the Löwdin analysis, given in e for atoms 1 to 2:
1. Tl 0.99
2. Rb 0.91

---

[4]
This record from OMol25 describes 2 unconnected molecules or ions with the total composition C2H4BrNO2. The level of theory is the ωB97M-V functional and the def2-TZVPD basis.

```
10
Properties=species:S:1:pos:R:3
C 1.8923 -1.8455 -0.4585
C -0.0391 0.3367 0.5846
N -1.4302 0.7243 -0.0672
O 1.5450 -1.8898 -1.5561
O 2.2487 -1.8807 0.6345
Br 1.1872 1.6950 -0.2387
H -0.2926 0.6906 1.6723
H -1.8401 -0.1360 -0.0960
H -2.0880 1.2788 0.4986
H -1.1830 1.0266 -0.9736
```

The value obtained for the highest occupied orbital energy is -0.286 hartree. As for the strongest force on any atom: 3.42 eV/A. For the gap between HOMO and LUMO, the calculation gives 8.01 eV. As for the energy above the lowest of the compared OMol25 structures with the same formula, charge and spin: 194.8 kJ/mol. Its total energy is -77764.308 eV.

Atom charges from the Löwdin analysis, given in e for atoms 1 to 2:
1. C -0.50
2. C -0.58

---

> Which of these has the highest highest occupied orbital energy?

C2H4BrNO2

---

Repeat the third record exactly.
This record from OMol25 describes a molecular structure, C16H29B3F12NO3RbTl. The level of theory is the ωB97M-V functional and the def2-TZVPD basis.

```
66
Properties=species:S:1:pos:R:3
Tl -1.4578 -3.5050 0.4977
Rb -5.0430 2.1735 -2.4057
B -4.3368 -2.5206 -4.4161
F -4.2423 -3.1560 -5.6903
F -4.4701 -1.1491 -4.6784
F -5.5139 -2.9108 -3.8309
F -3.2291 -2.8857 -3.6277
B -5.9634 -1.8211 0.6734
F -6.2816 -2.1198 1.9963
F -4.7183 -1.1732 0.7874
F -5.7686 -2.9966 0.0619
F -7.0141 -1.1435 0.0640
B -0.0851 0.2977 -1.2758
F -1.3880 0.2529 -1.4084
F 0.1725 0.3055 0.0701
F 0.4216 -0.8461 -1.8751
F 0.4668 1.4488 -1.7232
C 5.4166 -3.5592 1.7936
C 5.0804 -2.4547 2.8225
C 3.4851 -2.2504 2.6472
O 3.0553 -3.0216 1.4580
C 4.2580 -3.4340 0.7543
H 5.3812 -4.5512 2.2439
H 6.3958 -3.4825 1.3209
H 5.5125 -1.4673 2.6603
H 5.4271 -2.6895 3.8289
H 3.1299 -1.2741 2.3174
H 2.8726 -2.5671 3.4913
H 4.6358 -2.5802 0.1917
H 4.1475 -4.3677 0.2030
C -1.8073 -1.4743 6.5760
C -1.1662 -0.1243 6.2294
C -1.5031 0.1484 4.7823
O -2.0115 -1.1311 4.3374
C -2.7155 -1.7098 5.4282
H -2.2379 -1.4859 7.5773
H -0.9463 -2.1398 6.6384
H -0.1071 -0.1140 6.4866
H -1.6651 0.6448 6.8190
H -0.6283 0.3550 4.1658
H -2.2276 0.9532 4.6578
H -2.9220 -2.7636 5.2415
H -3.7480 -1.3791 5.5417
C -0.2603 0.0670 -7.6955
C -0.6018 1.1054 -6.6837
C -1.4708 2.0219 -7.4562
O -2.1227 1.2733 -8.4667
C -1.1123 0.3459 -8.9690
H -0.3444 -0.9212 -7.2433
H 0.7584 0.1452 -8.0753
H 0.2563 1.6220 -6.2536
H -1.0528 0.6207 -5.8178
H -0.8616 2.7948 -7.9250
H -2.2582 2.4441 -6.8318
H -0.6458 0.7977 -9.8444
H -1.7669 -0.4660 -9.2857
N 4.1412 5.1534 1.9909
C 2.8282 5.0011 2.2447
C 2.2917 6.0089 3.0167
C 3.4914 6.6122 3.5676
C 4.5681 6.0968 2.8937
H 4.7646 4.5182 1.5135
H 2.3422 4.4943 1.4242
H 1.2383 6.2327 3.0984
H 3.5417 7.3993 4.3055
H 5.6154 6.3016 3.0596
```

The value obtained for the highest occupied orbital energy is -0.424 hartree. As for the strongest force on any atom: 4.71 eV/A. For the gap between HOMO and LUMO, the calculation gives 1.18 eV. Its net charge is +1. As for the energy above the lowest of the compared OMol25 structures with the same formula, charge and spin: 716.8 kJ/mol. Its total energy is -64681.631 eV.

Atom charges from the Löwdin analysis, given in e for atoms 1 to 2:
1. Tl 0.99
2. Rb 0.91

---

Please write out number 1 again, unchanged.
This record from OMol25 describes a single C13H22N4O3S molecule. The level of theory is the ωB97M-V functional and the def2-TZVPD basis.

```
43
Properties=species:S:1:pos:R:3
C 1.1396 3.0956 -3.2926
N 0.8914 2.1319 -2.2483
C -0.1157 2.4769 -1.2731
C -0.5264 1.2077 -0.5246
O -0.7512 0.1714 -1.1312
N -0.7171 1.3587 0.7899
C -1.0317 0.2472 1.6907
C 0.0308 -0.8534 1.5827
C 0.2990 -1.5873 2.8967
C -0.9488 -1.9405 3.7144
C -2.1705 -2.3420 2.8849
C -3.0314 -1.1473 2.4733
C -2.4362 -0.2755 1.3709
S 2.2781 1.4156 -1.6112
O 3.4328 2.2246 -1.8623
O 1.9825 1.0620 -0.2489
C 2.3601 -0.0389 -2.5950
C 3.3167 -0.6165 -3.3921
N 2.8209 -1.7475 -3.9420
C 1.5944 -1.8585 -3.4948
N 1.2628 -0.8468 -2.6720
H 1.3970 4.0825 -2.8935
H 0.2570 3.1769 -3.9282
H 1.9782 2.7310 -3.8799
H 0.2298 3.2556 -0.5785
H -0.9954 2.8451 -1.8114
H -0.3582 2.1965 1.2172
H -1.0232 0.6723 2.6981
H 0.9623 -0.4003 1.2372
H -0.2807 -1.5619 0.8158
H 0.8409 -2.5039 2.6556
H 0.9570 -0.9808 3.5228
H -0.6854 -2.7616 4.3850
H -1.2265 -1.0957 4.3485
H -1.8597 -2.9020 2.0030
H -2.7941 -3.0053 3.4895
H -3.2207 -0.5328 3.3576
H -3.9980 -1.5149 2.1209
H -3.0976 0.5804 1.2108
H -2.3920 -0.8354 0.4366
H 4.3138 -0.2801 -3.5874
H 0.9280 -2.6573 -3.7510
H 0.3874 -0.6456 -2.1840
```

The value obtained for the highest occupied orbital energy is -0.336 hartree. As for the strongest force on any atom: 1.03 eV/A. For the gap between HOMO and LUMO, the calculation gives 9.66 eV. Its SMILES is CN(CC(=O)NC1CCCCCC1)S(=O)(=O)c1cnc[nH]1. As for the energy above the lowest of the compared OMol25 structures with the same formula, charge and spin: 100.2 kJ/mol. Its total energy is -36776.418 eV.

Atom charges from the Löwdin analysis, given in e for atoms 1 to 2:
1. C -0.09
2. N -0.28